2 unconnected molecules or ions with the total composition C5H13NO at a distorted geometry. Source: the Open Molecules 2025 dataset; level of theory: the ωB97M-V functional and the def2-TZVPD basis.

The geometry in XYZ format:
```
20
Properties=species:S:1:pos:R:3
C 3.651 1.175 0.463
C 2.657 0.025 0.619
C 1.394 0.395 -0.169
C 0.438 -0.724 -0.396
C -0.886 -0.549 0.112
N 0.663 -1.825 -1.211
H 3.391 2.231 0.542
H 4.325 1.132 1.383
H 4.188 1.151 -0.629
H 2.391 -0.203 1.645
H 3.155 -1.067 0.335
H 1.760 0.861 -1.121
H 0.789 1.189 0.356
H -0.949 -0.042 1.090
H -1.668 -1.169 -0.212
H 1.322 -1.683 -2.027
H -0.150 -2.270 -1.690
H -5.798 1.049 0.475
H -7.108 0.519 1.023
O -6.726 1.143 0.442
```

Properties
**<S²>**: 0.752
**DFT total energy**: -8930.1597 eV
**HOMO (alpha / beta)**: 1.09 / -3.83 eV
**Multiplicity**: 2
**Net charge**: -1
**Gap between HOMO and LUMO (alpha / beta)**: 2.343 / 7.325 eV

C5H13NO in the gas phase at a distorted geometry. Source: the Open Molecules 2025 dataset; level of theory: the ωB97M-V functional and the def2-TZVPD basis.

The geometry in XYZ format:
```
20
Properties=species:S:1:pos:R:3
C 1.200 -1.124 0.289
C 0.017 -0.079 -0.007
C 0.657 0.956 -0.993
C 0.455 0.277 -2.459
N -0.444 0.611 1.216
C -1.725 0.239 1.789
O -1.722 -1.165 2.017
H 1.007 -1.479 1.394
H 1.221 -1.904 -0.366
H 2.156 -0.494 0.331
H -0.861 -0.584 -0.661
H 1.710 1.031 -0.793
H 0.157 2.009 -0.828
H -0.614 -0.024 -2.762
H 0.667 0.944 -3.339
H 1.028 -0.672 -2.419
H 0.095 1.351 1.572
H -2.613 0.752 1.261
H -1.668 0.798 2.712
H -0.722 -1.442 2.048
```

Properties
**DFT total energy**: -8931.1158 eV
**SMILES**: CC[C@@H](C)NCO
**HOMO**: -8.54 eV
**Net charge**: 0
**Gap between HOMO and LUMO**: 9.562 eV

2 unconnected molecules or ions with the total composition C5H13NO at a distorted geometry. Source: the Open Molecules 2025 dataset; level of theory: the ωB97M-V functional and the def2-TZVPD basis.

The geometry in XYZ format:
```
20
Properties=species:S:1:pos:R:3
C -1.307 1.965 2.952
C -0.235 1.418 1.994
C -0.366 -0.096 1.764
C 0.400 -0.720 0.877
N 1.635 -0.254 0.375
C 1.878 -0.589 -1.048
H -1.324 3.052 2.864
H -1.159 1.699 3.989
H -2.307 1.584 2.716
H -0.511 1.880 1.058
H 0.719 1.514 2.483
H -1.229 -0.585 2.194
H 0.040 -1.613 0.346
H 2.414 -0.731 0.810
H 1.905 0.280 -1.691
H 2.796 -1.154 -1.150
H 1.079 -1.247 -1.419
H -2.057 -1.746 -5.989
H -1.059 -2.795 -6.543
O -1.312 -1.861 -6.582
```

Properties
**DFT total energy**: -8931.6975 eV
**SMILES**: CC/C=C\NC.O
**HOMO**: -8.44 eV
**Net charge**: 0
**Gap between HOMO and LUMO**: 9.302 eV

2 unconnected molecules or ions with the total composition C5H13NO at a distorted geometry. Source: the Open Molecules 2025 dataset; level of theory: the ωB97M-V functional and the def2-TZVPD basis.

The geometry in XYZ format:
```
20
Properties=species:S:1:pos:R:3
C 1.634 0.638 3.340
C 1.627 0.145 1.894
N 0.842 0.361 -0.929
C -0.072 -0.036 0.061
C 0.254 -0.196 1.349
C -1.508 -0.130 -0.448
H 0.978 0.056 3.984
H 2.682 0.571 3.639
H 1.344 1.680 3.383
H 2.248 -0.749 1.734
H 2.069 0.856 1.191
H 0.653 1.199 -1.427
H 1.582 -0.199 -1.274
H -0.512 -0.468 2.065
H -1.731 0.742 -1.066
H -1.377 -0.967 -1.142
H -2.249 -0.258 0.328
H -3.043 -0.622 -4.932
H -2.276 -1.423 -6.047
O -3.145 -1.198 -5.706
```

Properties
**DFT total energy**: -8932.5146 eV
**SMILES**: CC/C=C(/C)N.O
**HOMO**: -8.29 eV
**Net charge**: 0
**Gap between HOMO and LUMO**: 8.975 eV

2 unconnected molecules or ions with the total composition C5H13NO at a distorted geometry. Source: the Open Molecules 2025 dataset; level of theory: the ωB97M-V functional and the def2-TZVPD basis.

The geometry in XYZ format:
```
20
Properties=species:S:1:pos:R:3
C -1.154 -2.299 0.809
C -0.812 -0.786 1.168
N 1.493 -0.132 -0.742
C 0.161 0.236 -0.996
C -0.772 0.155 -0.076
C -0.211 0.609 -2.326
H -2.010 -2.119 0.159
H -1.510 -2.959 1.494
H -0.221 -2.698 0.233
H -1.610 -0.470 1.723
H 0.193 -0.738 1.522
H 2.095 -0.453 -1.477
H 1.761 -0.341 0.165
H -1.728 0.713 -0.077
H -0.138 -0.293 -3.163
H 0.324 1.543 -2.789
H -1.237 1.044 -2.249
H 0.163 2.192 2.059
H 1.298 1.500 1.077
O 1.112 2.064 1.880
```

Properties
**DFT total energy**: -8931.2351 eV
**SMILES**: CC/C=C(/C)N.O
**HOMO**: -8.06 eV
**Net charge**: 0
**Gap between HOMO and LUMO**: 8.944 eV

C5H13NO in the gas phase at a distorted geometry. Source: the Open Molecules 2025 dataset; level of theory: the ωB97M-V functional and the def2-TZVPD basis.

The geometry in XYZ format:
```
20
Properties=species:S:1:pos:R:3
C 0.700 1.968 1.082
N 0.417 0.532 1.020
C -0.637 0.111 0.107
C -0.186 -1.174 -0.661
C 0.888 -0.871 -1.681
O 1.867 -1.943 -1.707
C -1.967 -0.152 0.820
H 0.879 2.257 2.114
H 1.624 2.177 0.545
H -0.103 2.576 0.652
H 0.223 0.160 1.944
H -0.767 0.905 -0.638
H 0.290 -1.791 0.097
H -1.078 -1.675 -1.039
H 0.523 -0.806 -2.704
H 1.380 0.059 -1.388
H 2.764 -1.592 -1.587
H -2.227 0.729 1.411
H -1.848 -0.995 1.488
H -2.741 -0.472 0.125
```

Properties
**DFT total energy**: -8932.7032 eV
**SMILES**: CN[C@H](C)CCO
**HOMO**: -8.69 eV
**Net charge**: 0
**Gap between HOMO and LUMO**: 9.732 eV

2 unconnected molecules or ions with the total composition C5H13NO at a distorted geometry. Source: the Open Molecules 2025 dataset; level of theory: the ωB97M-V functional and the def2-TZVPD basis.

The geometry in XYZ format:
```
20
Properties=species:S:1:pos:R:3
C -2.303 -0.738 0.286
C -1.170 -0.469 1.172
C 1.942 1.197 -0.931
C 2.387 -0.552 0.685
C -2.729 0.283 -0.744
N 1.384 0.174 -0.068
O -1.133 -1.456 0.031
H 0.820 -0.475 -0.601
H -3.124 -1.331 0.696
H -0.664 0.484 1.109
H -1.109 -0.953 2.139
H 3.146 -1.028 0.044
H 2.456 1.939 -0.317
H 2.664 0.806 -1.665
H 1.135 1.692 -1.470
H 2.898 0.140 1.359
H 1.893 -1.321 1.276
H -3.226 -0.210 -1.581
H -1.858 0.817 -1.127
H -3.410 1.002 -0.293
```

Properties
**DFT total energy**: -8931.5800 eV
**SMILES**: C[C@@H]1CO1.CNC
**HOMO**: -8.53 eV
**Net charge**: 0
**Gap between HOMO and LUMO**: 9.591 eV

2 unconnected molecules or ions with the total composition C5H13NO. Source: the Open Molecules 2025 dataset; level of theory: the ωB97M-V functional and the def2-TZVPD basis.

The geometry in XYZ format:
```
20
Properties=species:S:1:pos:R:3
C 1.461 -1.884 -1.052
C 0.728 -1.257 0.114
C 0.685 0.286 0.086
C -0.384 0.944 -0.747
C -1.195 1.894 -0.251
N -0.411 0.608 -2.100
H 2.458 -1.487 -1.231
H 0.968 -1.703 -2.010
H 1.569 -2.967 -0.968
H -0.295 -1.619 0.198
H 1.246 -1.523 1.039
H 0.565 0.708 1.085
H 1.647 0.697 -0.242
H -1.538 1.823 0.774
H -1.509 2.737 -0.847
H 0.473 0.267 -2.456
H -0.769 1.345 -2.695
H -0.454 0.088 3.967
H -0.654 -0.086 2.426
O -1.064 -0.226 3.293
```

Properties
**DFT total energy**: -8932.5133 eV
**SMILES**: C=C(N)CCC.O
**HOMO**: -8.07 eV
**Net charge**: 0
**Gap between HOMO and LUMO**: 8.886 eV

2 unconnected molecules or ions with the total composition C5H13NO at a distorted geometry. Source: the Open Molecules 2025 dataset; level of theory: the ωB97M-V functional and the def2-TZVPD basis.

The geometry in XYZ format:
```
20
Properties=species:S:1:pos:R:3
C -2.295 -0.329 -0.649
C -1.055 -1.282 -0.910
N 0.971 -0.323 1.300
C 1.183 -0.062 -0.088
C 0.208 -0.309 -1.015
C 2.401 0.610 -0.664
H -1.960 0.518 0.017
H -3.104 -0.879 -0.147
H -2.626 0.187 -1.508
H -0.762 -2.007 -0.067
H -1.153 -1.829 -1.888
H 1.783 -0.693 1.793
H 0.136 -1.046 1.446
H 0.131 0.494 -1.791
H 3.344 0.163 -0.241
H 2.503 1.569 -0.379
H 2.499 0.524 -1.808
H -0.232 1.009 2.004
H -0.958 2.142 2.658
O -1.014 1.541 1.937
```

Properties
**DFT total energy**: -8931.7004 eV
**SMILES**: CC/C=C(/C)N.O
**HOMO**: -7.86 eV
**Net charge**: 0
**Gap between HOMO and LUMO**: 8.718 eV

2 unconnected molecules or ions with the total composition C5H13NO. Source: the Open Molecules 2025 dataset; level of theory: the ωB97M-V functional and the def2-TZVPD basis.

The geometry in XYZ format:
```
20
Properties=species:S:1:pos:R:3
C -0.799 1.012 -0.610
C -0.810 -0.186 -1.579
C 0.285 -1.228 -1.313
C -0.503 -1.754 1.033
C 0.385 -1.824 0.054
N 0.505 1.538 -0.302
H -1.429 1.773 -1.089
H -1.287 0.770 0.325
H -0.627 0.273 -2.553
H -1.782 -0.687 -1.554
H 0.144 -2.049 -2.026
H 1.240 -0.831 -1.648
H -0.382 -2.278 1.973
H -1.461 -1.238 0.954
H 1.272 -2.426 0.199
H 1.190 1.526 -1.042
H 0.906 1.043 0.484
H 0.348 2.289 3.234
H 1.501 1.974 2.289
O 1.307 2.303 3.171
```

Properties
**DFT total energy**: -8932.4941 eV
**SMILES**: C=CCCCN.O
**HOMO**: -9.32 eV
**Net charge**: 0
**Gap between HOMO and LUMO**: 10.177 eV

C5H13NO in the gas phase at a distorted geometry. Source: the Open Molecules 2025 dataset; level of theory: the ωB97M-V functional and the def2-TZVPD basis.

The geometry in XYZ format:
```
20
Properties=species:S:1:pos:R:3
C -1.931 -0.681 1.255
C -3.165 -0.801 0.393
C -0.597 -0.975 0.502
N -0.213 0.097 -0.418
C 1.204 -0.191 -0.931
C 1.966 1.207 -1.033
O 2.743 1.216 0.152
H -1.893 -1.314 2.109
H -2.029 0.338 1.769
H -4.101 -0.875 1.082
H -3.241 0.095 -0.272
H -3.236 -1.666 -0.330
H 0.185 -1.141 1.281
H -0.672 -1.934 -0.163
H -0.398 1.060 -0.078
H 1.826 -0.708 -0.155
H 1.237 -0.711 -1.932
H 2.598 1.151 -2.092
H 1.195 1.938 -1.044
H 3.206 2.009 0.414
```

Properties
**DFT total energy**: -8931.5695 eV
**SMILES**: CCCNCCO
**HOMO**: -8.55 eV
**Net charge**: 0
**Gap between HOMO and LUMO**: 9.469 eV

A molecular structure, C5H13NO at a distorted geometry. Source: the Open Molecules 2025 dataset; level of theory: the ωB97M-V functional and the def2-TZVPD basis.

The geometry in XYZ format:
```
20
Properties=species:S:1:pos:R:3
C -1.810 -0.120 -0.028
C -1.539 0.909 -1.121
C -1.375 -1.518 -0.453
H -2.876 -0.124 0.213
H -1.270 0.157 0.882
H -1.580 -2.244 0.332
H -2.122 0.680 -2.011
H -1.812 1.912 -0.792
H -0.486 0.903 -1.399
H -1.910 -1.828 -1.350
H -0.307 -1.530 -0.667
C 2.281 -0.965 0.810
C 2.102 0.004 -0.087
N 1.483 1.426 1.022
O 1.935 0.343 -1.212
H 2.234 2.084 1.194
H 0.699 1.844 0.533
H 2.460 -0.811 1.856
H 1.238 0.786 1.838
H 2.654 -1.906 0.440
```

Properties
**DFT total energy**: -8931.9385 eV
**HOMO**: -8.29 eV
**Net charge**: 0
**Gap between HOMO and LUMO**: 8.953 eV